Entry 1:
The following is a DFT calculation (ωB97M-V/def2-TZVPD) of the molecule C4H5N3 at a distorted geometry.

XYZ file:
```
12
Properties=species:S:1:pos:R:3:forces:R:3
C 1.5561 0.9394 -0.1628 6.87 0.54 2.98
N 2.3572 -0.1907 0.0145 2.05 0.99 -0.84
N 1.6635 -1.4347 -0.0179 -1.82 5.22 -0.70
C 0.4531 -0.8513 -0.1606 -1.80 -6.72 0.59
N 0.3994 0.4091 -0.0966 -5.57 4.63 -0.67
C -1.0889 0.6227 -0.0355 0.69 -1.89 4.07
C -1.0877 -1.0094 -0.0931 -0.37 1.37 1.63
H 1.9597 2.0615 0.1445 -1.37 -3.39 -1.24
H -1.5069 0.9931 1.0424 1.47 -0.82 -2.43
H -1.4750 1.3000 -0.7258 -0.63 0.50 -1.69
H -1.7684 -1.4352 -0.7742 0.00 -0.61 -1.61
H -1.4621 -1.4045 0.8652 0.49 0.19 -0.09
```
Positions in Å, forces in eV/Å.

HOMO energy = -9.29 eV

=====

Entry 2:
The following is a DFT calculation (ωB97M-V/def2-TZVPD) of a cluster of 2 separate species, C2H2BrI in total at a distorted geometry.

XYZ file:
```
6
Properties=species:S:1:pos:R:3:forces:R:3
C -1.1688 -0.8052 0.0921 0.92 -1.11 0.43
C -2.2119 -0.2553 0.1917 -1.87 1.72 -0.02
Br -3.6551 0.8462 0.3114 0.41 -0.48 -0.09
H -0.3673 -1.4650 0.2722 0.55 -0.13 -0.32
I 3.5681 0.6913 0.2879 -0.51 -0.56 2.73
H 3.8350 0.9880 -1.1554 0.50 0.56 -2.73
```
Positions in Å, forces in eV/Å.

HOMO energy = -10.10 eV

=====

Entry 3:
The following is a DFT calculation (ωB97M-V/def2-TZVPD) of a cluster of 3 separate species, C22H35N2O10S in total at a distorted geometry.

XYZ file:
```
70
Properties=species:S:1:pos:R:3:forces:R:3
C 5.2544 -2.1084 -0.1787 -0.94 -0.33 0.02
C 4.7153 -2.6482 -1.4986 0.83 0.59 0.41
O 5.1691 -2.2770 -2.5351 0.00 -0.08 -0.69
O 3.7009 -3.5563 -1.4317 -0.30 0.08 0.37
C 2.4294 -2.8693 -1.3356 0.38 -0.31 -0.12
C 1.4401 -3.7727 -0.6187 -0.20 0.31 -0.12
C 0.0024 -3.1743 -0.4975 1.01 0.19 0.00
C 0.0058 -1.6411 -0.5705 -0.23 0.16 0.03
C -1.3279 -0.9830 -0.1504 0.50 -0.49 0.33
C -1.1876 0.1951 0.8370 -0.16 0.55 0.62
C -1.0751 -0.3172 2.3089 0.13 -0.08 -0.54
C -0.0035 -1.3760 2.5259 -0.34 -0.55 0.29
O -0.3274 -2.5016 2.7557 -0.08 -0.41 -0.15
O 1.3214 -1.0944 2.4229 -0.24 0.60 0.36
C -2.5467 0.9714 0.8141 0.19 -1.04 -0.33
N -2.4395 2.3050 0.1624 -0.61 0.30 0.27
C -1.4463 3.2284 0.7715 0.84 0.81 -0.38
C -0.1900 2.4935 1.2591 -0.53 -0.03 -0.01
N 0.9775 3.3924 1.0499 -0.06 -0.74 1.01
C 1.9533 3.0537 1.6903 1.56 -0.30 -0.28
S 3.2913 2.5094 2.3633 -1.33 0.65 -0.43
C 0.0045 1.1366 0.5310 -0.16 1.11 -0.41
C 0.2050 1.4486 -0.9707 -0.36 -0.37 -0.21
H 4.4013 -1.8671 0.4644 0.17 -0.07 0.12
H 5.8337 -1.2080 -0.3478 0.16 -0.10 -0.11
H 5.8400 -2.8726 0.3308 0.04 0.01 -0.04
H 2.6109 -1.9375 -0.7908 -0.23 -0.01 0.03
H 2.1324 -2.6102 -2.3558 -0.17 -0.03 0.05
H 1.8366 -3.9821 0.3765 0.02 0.03 -0.02
H 1.3988 -4.7205 -1.1563 0.04 -0.02 0.06
H -0.6162 -3.6128 -1.2792 -0.28 0.10 0.15
H -0.3467 -3.4396 0.5008 -0.39 -0.23 -0.25
H 0.2564 -1.2840 -1.5721 0.09 -0.16 0.02
H 0.8066 -1.2847 0.0818 -0.09 -0.01 -0.05
H -1.9049 -0.6705 -1.0229 0.06 -0.02 -0.02
H -1.9269 -1.7468 0.3560 -0.18 0.12 -0.09
H -2.0208 -0.8162 2.5227 0.14 -0.14 0.19
H -0.9872 0.5021 3.0268 0.19 0.08 -0.10
H 1.4806 -0.1843 2.7090 0.20 0.07 -0.19
H -2.9898 1.0649 1.8070 0.19 0.53 -0.01
H -3.2776 0.4017 0.2269 0.20 0.25 0.17
H -2.2541 2.1932 -0.8355 0.25 -0.12 0.01
H -3.3569 2.7503 0.2107 -0.06 -0.03 -0.08
H -1.9037 3.8239 1.5602 -0.21 -0.33 0.09
H -1.1564 3.9464 0.0004 -0.01 -0.14 -0.02
H -0.2885 2.3571 2.3379 -0.03 -0.19 -0.03
H 0.9233 0.7152 0.9343 -0.07 -0.11 -0.10
H 1.0763 0.9453 -1.3894 0.00 0.04 0.10
H -0.6447 1.0825 -1.5613 0.14 -0.01 -0.02
H 0.3039 2.5091 -1.2008 0.09 -0.15 0.22
C -6.4896 -2.5407 2.0266 -0.18 -0.21 0.14
C -5.0306 -2.9331 2.0086 0.04 -0.22 0.19
O -4.5344 -2.1916 0.8810 0.04 0.13 0.03
C -5.3547 -1.1411 0.6799 -0.26 -0.08 -0.05
O -5.1234 -0.2427 -0.0765 -0.04 -0.02 0.04
O -6.4581 -1.2298 1.4385 0.13 -0.01 -0.05
H -6.9103 -2.5020 3.0274 -0.02 0.21 -0.04
H -7.1079 -3.1881 1.4036 0.03 0.04 -0.04
H -4.4964 -2.6101 2.9041 -0.01 0.03 -0.04
H -4.8727 -3.9985 1.8669 0.09 0.06 -0.18
C 3.7276 4.3711 -3.6705 0.26 0.11 -0.11
C 3.7813 3.7895 -2.2771 0.28 -0.06 0.10
O 2.4043 3.8377 -1.8748 -0.05 -0.02 -0.07
C 1.6446 3.8498 -2.9938 0.07 0.10 -0.27
O 0.4587 3.7177 -3.0076 -0.05 0.07 0.11
O 2.4018 4.0259 -4.0920 -0.05 -0.02 0.15
H 4.4668 3.9428 -4.3419 -0.16 -0.07 -0.10
H 3.8259 5.4577 -3.6763 -0.05 -0.02 0.02
H 4.1138 2.7496 -2.2694 -0.05 0.01 -0.03
H 4.4005 4.3669 -1.5954 -0.18 0.04 0.09
```
Positions in Å, forces in eV/Å.

HOMO energy = -11.97 eV
total charge = +1

=====

Computed values of relative energy (zero: lowest compared OMol25 entry of this formula, charge and spin) (unit: eV) for the preceding records, in sequence: 4.784 1.517 0.000.
Computed values of orbital gap (unit: eV) for the preceding records, in sequence: 9.96 10.78 9.15.
Computed values of energy (unit: eV) for the preceding records, in sequence: -8695.0288 -80246.6611 -57665.7859.